11
Properties=species:S:1:pos:R:3:forces:R:3 method="wB97M-V/def2-TZVPD" homo_lumo_gap_ev="7.63 / 7.63" total_charge=0 e_lumo_ha="-0.00139 / -0.00140" de_lowest_kj_mol=653.1 homo_ha="-0.282 / -0.282" max_force_ev_per_a=2.96
O -1.050 0.369 -2.237 -0.03 0.08 -0.73
N -0.415 -0.543 -1.390 0.43 0.32 2.23
C 0.072 0.095 -0.350 0.78 -0.92 -2.71
C 0.902 -0.648 0.667 0.16 -0.57 -0.28
O 0.418 -0.002 1.892 -0.58 0.53 -0.74
C -0.667 0.563 1.434 -0.02 0.00 0.98
H -1.351 -0.193 -2.970 0.13 0.29 0.36
H 1.979 -0.460 0.612 -0.21 0.00 -0.03
H 0.697 -1.720 0.705 0.04 0.19 -0.04
H -0.924 1.377 2.106 -0.34 0.29 0.82
H 0.339 1.161 -0.469 -0.36 -0.20 0.13

=====

55
Properties=species:S:1:pos:R:3:forces:R:3 method="wB97M-V/def2-TZVPD" homo_lumo_gap_ev="7.45 / 7.99" total_charge=-1 e_lumo_ha="0.08875 / 0.08862" de_lowest_kj_mol=0.0 homo_ha="-0.185 / -0.205" multiplicity=2 max_force_ev_per_a=1.50
Ti 0.228 -0.736 0.785 0.77 1.26 -0.27
F 0.218 -5.579 1.735 0.01 -0.10 0.27
C -0.450 -4.549 1.250 0.43 0.31 -0.33
F -1.257 -4.998 0.287 -0.23 -0.18 -0.23
F -1.209 -3.975 2.157 0.07 0.07 0.27
S 0.715 -3.382 0.305 -0.05 0.32 -0.26
O -0.341 -2.377 -0.127 0.02 -1.16 -0.24
O 1.144 -4.251 -0.751 0.28 0.18 0.04
N 1.838 -2.544 1.022 -0.96 -0.65 0.58
S 1.574 -2.262 2.771 -0.14 -0.17 -0.47
O 1.223 -3.551 3.357 -0.10 0.30 -0.03
O 0.260 -1.386 2.557 0.40 -0.58 1.29
C 2.032 1.380 2.426 0.10 0.04 -0.14
F 0.719 1.200 1.536 0.15 -0.12 -0.20
F 2.655 0.232 1.929 0.18 0.12 0.15
F 2.630 2.347 1.607 -0.06 -0.03 0.04
Cl -2.046 0.767 3.208 0.03 -0.18 -0.12
C -3.060 -0.182 2.164 -0.12 0.23 0.45
C -4.246 -0.648 2.712 0.01 -0.02 0.04
C -5.137 -1.368 1.938 0.05 0.03 -0.03
C -4.812 -1.643 0.621 0.01 0.02 0.02
C -3.614 -1.187 0.098 -0.13 -0.41 -0.13
Cl -3.244 -1.739 -1.523 0.07 0.23 0.19
C -2.702 -0.414 0.834 0.26 0.26 -0.51
N -1.495 0.093 0.302 -1.14 -0.20 -0.31
H -4.460 -0.424 3.747 0.00 0.01 -0.01
H -6.070 -1.718 2.359 0.01 -0.02 0.00
H -5.467 -2.230 -0.008 0.00 -0.01 0.01
C 4.422 1.647 -1.908 -0.03 -0.03 -0.03
C 3.222 0.760 -1.904 0.14 0.05 -0.09
C 2.718 -0.121 -2.838 0.01 0.01 0.06
C 1.544 -0.642 -2.275 -0.22 0.02 -0.14
N 1.342 -0.116 -1.064 0.35 -0.04 -0.17
N 2.382 0.727 -0.868 -0.20 0.10 0.11
C 0.571 -1.544 -2.964 0.03 0.02 0.01
H 5.003 1.483 -2.814 -0.01 -0.01 0.00
H 5.060 1.446 -1.047 -0.01 -0.01 0.00
H 4.134 2.699 -1.875 -0.03 -0.01 0.00
H 3.125 -0.353 -3.808 0.01 0.01 0.01
H 2.429 1.277 -0.020 0.08 -0.04 0.02
H 0.988 -1.845 -3.924 -0.02 0.01 -0.01
H -0.363 -1.006 -3.139 -0.01 0.00 0.02
H 0.336 -2.439 -2.396 0.04 0.01 0.03
F 1.149 5.916 0.069 -0.08 -0.17 -0.06
C 0.488 4.789 -0.226 0.16 0.27 0.11
C -0.534 4.353 0.594 -0.14 -0.09 0.12
F -0.867 5.067 1.674 0.03 -0.04 -0.09
C -1.220 3.193 0.280 -0.15 0.24 0.36
F -2.224 2.840 1.086 0.13 0.06 -0.29
C -0.894 2.429 -0.828 -0.16 -0.26 -0.15
S -1.672 0.880 -1.201 -0.02 0.33 0.18
C 0.121 2.902 -1.643 0.33 0.16 -0.16
F 0.488 2.235 -2.748 -0.12 0.06 0.12
C 0.815 4.066 -1.354 0.00 -0.16 -0.13
F 1.808 4.481 -2.155 -0.06 -0.01 0.06

=====

75
Properties=species:S:1:pos:R:3:forces:R:3 method="wB97M-V/def2-TZVPD" homo_lumo_gap_ev=8.47 total_charge=0 e_lumo_ha=0.00947 de_lowest_kj_mol=467.2 homo_ha=-0.302 max_force_ev_per_a=4.90
O -2.680 -1.788 0.597 -3.29 -1.03 1.09
H -1.872 -2.293 0.487 4.60 -1.65 -0.32
H -3.262 -2.173 -0.063 -0.60 0.14 -0.32
H -2.574 -0.849 0.426 0.89 2.99 -1.37
O 0.596 -0.265 -0.107 1.58 -0.50 -1.17
H 0.585 -1.222 -0.038 -0.93 -2.34 0.07
H 1.167 0.120 0.561 0.44 1.10 0.75
H -0.262 0.111 -0.317 -2.73 1.32 -0.31
C -1.610 1.475 -2.822 0.62 0.46 -0.67
C -2.496 0.736 -1.838 0.53 0.31 1.04
O -1.984 0.635 -0.521 0.57 -0.96 0.14
H -2.062 1.586 -3.808 -0.52 -0.08 -0.03
H -0.645 1.035 -3.075 0.12 -0.46 0.50
H -1.371 2.494 -2.516 -0.14 0.07 0.37
H -2.722 -0.248 -2.249 -0.17 -0.37 -0.24
H -3.423 1.309 -1.798 -0.48 -0.03 -0.11
C 1.479 -4.227 1.102 -0.10 0.04 0.46
C 0.229 -3.397 1.404 -0.39 -0.38 -1.19
O -0.331 -2.890 0.207 -0.49 1.04 0.80
H 1.403 -5.121 0.483 -0.62 0.31 -0.41
H 1.906 -4.630 2.020 0.33 0.38 0.28
H 2.137 -3.501 0.625 0.45 -0.38 -0.06
H 0.563 -2.618 2.090 0.19 0.58 0.20
H -0.522 -3.928 1.989 -0.15 -0.57 0.07
C 1.189 -1.735 -3.044 1.04 0.17 0.24
C 1.535 -2.378 -4.387 -0.38 -1.06 1.28
C 2.654 -3.482 -4.465 -0.29 1.47 0.58
O 3.871 -3.066 -3.784 -0.82 0.06 -1.30
C 4.602 -2.103 -4.543 1.23 0.05 1.37
N 0.278 -3.027 -4.863 0.35 -0.01 -0.68
H 0.798 -2.407 -2.279 -0.19 -0.32 -0.19
H 0.455 -0.955 -3.247 -0.07 0.03 0.14
H 2.056 -1.263 -2.581 0.16 0.20 -0.02
H 2.005 -1.598 -4.985 -1.05 0.19 -0.68
H 2.824 -3.544 -5.540 0.26 -0.51 -0.06
H 2.314 -4.440 -4.073 0.23 0.08 0.18
H 5.479 -1.861 -3.942 0.08 -0.14 0.40
H 4.153 -1.115 -4.645 -0.67 -0.22 -0.43
H 5.086 -2.468 -5.448 -0.77 -0.26 -0.47
H -0.532 -2.424 -4.887 0.29 1.01 -0.60
H -0.063 -3.591 -4.097 0.60 -0.75 0.31
C -2.397 5.407 1.945 -1.48 -1.45 -0.17
C -2.338 3.826 2.038 -0.28 2.08 -0.84
C -3.668 3.073 1.936 -1.92 0.57 1.43
O -4.751 3.544 2.888 1.02 -1.26 -0.37
C -4.781 2.816 4.124 1.00 -0.37 -0.06
N -1.558 3.411 0.892 1.39 -1.20 0.59
H -1.477 5.991 1.935 0.27 -0.68 0.35
H -3.092 5.770 2.702 0.06 0.25 -0.09
H -2.839 5.542 0.958 -0.28 0.49 -0.02
H -1.861 3.570 2.984 0.32 -0.29 -0.11
H -3.498 1.999 2.018 0.25 -0.21 0.84
H -4.129 3.043 0.949 0.04 1.07 -0.18
H -5.581 3.066 4.822 -0.19 0.74 -0.57
H -3.842 2.921 4.667 0.22 0.44 0.16
H -4.853 1.731 4.040 -0.24 -0.26 -0.77
H -1.945 3.584 -0.025 -0.49 0.58 0.14
H -1.544 2.402 0.904 0.24 -0.58 -0.41
C 0.111 0.805 3.160 1.55 -0.36 -0.22
C 1.445 1.426 2.659 -1.42 1.08 -0.87
C 2.662 0.514 2.619 -1.98 0.29 1.00
O 2.495 -0.431 1.637 -0.62 0.65 -1.40
C 3.653 -1.132 1.373 0.13 -2.07 -0.47
N 1.184 2.038 1.305 1.21 -1.45 1.15
H -0.176 -0.055 2.555 0.13 -0.10 -0.09
H -0.732 1.496 3.119 0.26 0.17 0.38
H 0.375 0.438 4.152 -0.77 0.05 0.28
H 1.761 2.227 3.327 -0.24 0.07 0.50
H 2.638 -0.097 3.521 0.81 0.72 0.86
H 3.513 1.177 2.461 0.51 -0.40 0.13
H 3.609 -1.430 0.325 0.67 0.58 -0.29
H 3.575 -2.114 1.841 0.30 -0.09 0.62
H 4.551 -0.629 1.731 0.06 0.08 -0.49
H 2.073 2.438 1.039 -0.12 0.53 -0.47
H 0.462 2.741 1.370 -0.11 0.35 -0.21

=====

65
Properties=species:S:1:pos:R:3:forces:R:3 method="wB97M-V/def2-TZVPD" homo_lumo_gap_ev=5.18 total_charge=-1 e_lumo_ha=0.06196 de_lowest_kj_mol=91.1 homo_ha=-0.129 max_force_ev_per_a=4.28
C 16.024 13.340 -24.669 0.40 0.26 -0.31
C 15.037 12.522 -23.938 -2.91 -1.78 2.57
O 13.989 13.064 -23.462 0.66 0.73 -1.01
O 15.327 11.328 -23.656 0.84 0.11 -0.90
H 16.523 12.713 -25.407 0.23 0.26 0.00
H 16.676 13.570 -23.826 0.60 0.45 -0.42
H 15.569 14.237 -25.090 0.20 0.02 0.00
C 18.662 2.592 -21.505 0.17 -1.76 0.05
C 19.445 3.366 -20.505 -1.17 -1.51 -1.18
O 18.406 3.984 -19.815 1.03 0.93 2.44
C 17.307 4.124 -20.567 -2.65 1.78 -1.07
O 16.328 4.840 -20.367 3.30 -2.53 -0.26
O 17.506 3.357 -21.674 -1.13 0.30 -0.69
F 20.147 4.248 -21.217 1.27 1.60 0.03
H 18.407 1.619 -21.084 -0.27 -0.16 0.09
H 19.253 2.372 -22.393 -0.43 0.59 -0.31
H 20.109 2.685 -19.972 -0.12 0.73 0.91
C 18.520 21.782 -27.999 -1.38 0.16 1.74
C 18.291 20.260 -27.820 1.66 2.59 0.12
O 19.282 19.885 -28.743 -0.37 -1.63 -1.09
C 19.296 20.771 -29.823 0.76 -0.97 -1.00
O 19.767 20.505 -30.913 -1.29 1.02 2.82
O 18.728 21.920 -29.381 0.50 -0.29 -1.15
F 17.033 19.975 -28.186 -0.62 -0.65 -0.75
H 19.365 22.187 -27.443 0.18 -0.34 0.01
H 17.632 22.324 -27.672 -0.03 0.15 -0.42
H 18.424 19.844 -26.822 0.58 -0.07 -0.29
C 20.664 12.339 -31.365 -1.75 1.11 0.57
C 21.647 13.439 -31.723 1.95 -1.88 1.71
O 22.462 12.757 -32.645 0.35 2.20 -1.03
C 21.823 11.713 -33.122 -0.88 -2.34 -1.46
O 22.017 11.147 -34.149 0.78 0.24 -0.16
O 20.853 11.292 -32.291 -0.10 0.77 0.61
F 22.514 13.609 -30.666 -0.28 0.78 0.36
H 19.693 12.815 -31.505 -0.47 -0.64 0.08
H 20.755 12.011 -30.330 0.21 -0.01 -0.16
H 21.261 14.424 -31.985 0.18 -0.22 -0.51
C 16.778 6.405 -27.847 -1.21 -1.37 1.08
N 16.204 6.725 -29.148 0.05 3.17 -0.68
O 15.778 7.884 -29.277 0.29 -1.35 0.37
O 16.254 5.942 -30.047 -0.01 -1.39 -0.79
H 16.699 5.327 -27.709 0.50 -0.07 -0.38
H 16.011 6.766 -27.162 0.81 0.72 0.39
H 17.809 6.746 -27.749 -0.45 0.32 0.01
C 11.420 14.696 -29.967 -2.23 0.28 0.10
N 9.999 15.276 -29.802 -1.97 -2.85 -0.96
O 8.974 14.524 -29.774 2.90 1.62 0.04
O 9.964 16.463 -29.772 -0.33 1.45 0.28
H 11.751 15.085 -30.930 0.20 0.10 0.32
H 11.275 13.617 -30.018 0.54 0.17 0.53
H 11.843 15.192 -29.093 0.88 -0.77 -0.27
C 14.875 18.168 -17.214 0.45 2.52 0.22
N 14.564 16.787 -16.890 -1.49 -1.14 -1.53
O 15.137 16.254 -15.963 -0.17 0.18 -0.24
O 13.695 16.267 -17.613 1.34 0.54 1.31
H 15.661 18.557 -16.566 0.04 -0.43 -0.05
H 14.019 18.826 -17.063 -0.41 -0.54 0.44
H 15.101 18.426 -18.249 0.24 -1.13 -0.13
C 10.502 19.215 -24.055 -0.51 -0.61 0.98
N 10.169 20.228 -23.042 0.38 0.85 0.70
O 11.082 20.868 -22.527 -0.93 -0.42 -0.28
O 8.977 20.372 -22.837 0.45 0.41 0.32
H 9.742 18.467 -23.828 0.01 -0.10 -0.83
H 11.464 18.770 -23.800 0.15 0.52 -0.66
H 10.333 19.765 -24.980 0.46 -0.68 -0.23